1.
Here is a cluster of 2 separate species, C3H5O4S in total in a non-equilibrium geometry from OMol25. Energies are from ωB97M-V/def2-TZVPD.

Calculated values
Charge   -1
E   -22216.69163 eV
HOMO level   -3.1 eV
Molar mass   137.14 g/mol
Orbital gap   0.245 hartree

Cartesian coordinates (Å):
C 1.864 0.448 -0.551
C 0.826 -0.053 0.332
C -1.264 0.698 0.146
O 2.236 1.807 -0.439
O 2.268 -0.207 -1.510
O 0.641 -1.515 0.110
O -1.301 1.878 0.291
S -1.663 -0.117 -1.442
H 0.653 0.036 1.316
H -1.706 0.112 0.932
H 1.242 -1.694 -0.644
H 1.397 2.310 -0.402
H -0.994 -1.224 -1.110

---

2.
Here is a structure of composition C3H5O4Sc in a non-equilibrium geometry from OMol25. Energies are from ωB97M-V/def2-TZVPD.

Calculated values
Charge   +2
E   -32065.47596 eV
HOMO level   -19.3 eV
Molar mass   150.03 g/mol
Orbital gap   0.303 hartree

Cartesian coordinates (Å):
O 0.810 0.318 -0.010
C -0.046 -0.491 0.559
C 0.932 0.005 -1.413
O -0.111 -0.625 1.784
O -0.567 -1.363 -0.262
C -0.065 -1.146 -1.598
Sc -0.279 0.678 3.360
H 1.971 -0.285 -1.597
H 0.679 0.900 -1.988
H 0.399 -2.073 -1.944
H -0.916 -0.885 -2.234
O -0.993 2.389 2.896
H -1.815 2.580 2.445

---

3.
Here is a structure of composition C3H5O4Sm in a non-equilibrium geometry from OMol25. Energies are from ωB97M-V/def2-TZVPD.

Calculated values
E   -29283.48165 eV
HOMO level (alpha / beta)   -5.0 / -8.7 eV
Expectation value of S²   15.756
Molar mass   255.43 g/mol
Multiplicity   8
Orbital gap (alpha / beta)   0.176 / 0.302 hartree

Cartesian coordinates (Å):
O -0.268 3.928 1.658
C 0.278 3.541 0.638
C -1.361 1.528 1.983
O 1.407 3.793 0.151
O -0.201 2.343 0.038
C -1.026 1.439 0.685
H -2.406 1.384 2.256
H -0.614 1.676 2.762
H -1.635 0.904 -0.046
H 1.480 -0.087 0.252
O 2.150 0.169 -0.486
H 2.525 -0.641 -0.846
Sm 1.934 2.271 -1.717

---

4.
Here is a structure of composition C3H5O4Yb in a non-equilibrium geometry from OMol25. Energies are from ωB97M-V/def2-TZVPD.

Calculated values
E   -42905.39431 eV
HOMO level (alpha / beta)   -5.1 / -7.8 eV
Expectation value of S²   0.752
Molar mass   278.11 g/mol
Multiplicity   2
Orbital gap (alpha / beta)   0.153 / 0.255 hartree

Cartesian coordinates (Å):
O -1.365 0.755 0.223
C -0.557 1.697 -0.312
C -1.160 -0.635 -0.072
O -0.845 2.850 -0.445
O 0.526 1.053 -0.738
C -0.232 -0.551 -1.213
H -1.909 -0.952 0.669
H -0.387 -1.581 0.658
H -0.546 -0.377 -2.243
H 0.599 -1.256 -1.222
O 1.536 -0.828 1.541
H 1.855 -1.262 2.334
Yb 2.486 1.086 0.822

---

5.
Here is a cluster of 2 separate species, C3H5O5P in total in a non-equilibrium geometry from OMol25. Energies are from ωB97M-V/def2-TZVPD.

Calculated values
Charge   -2
E   -22716.35443 eV
HOMO level   2.1 eV
Molar mass   152.04 g/mol
Orbital gap   0.117 hartree

Cartesian coordinates (Å):
C -0.647 0.277 3.548
C -1.043 -0.013 -2.034
C 0.842 -0.145 0.512
O 0.174 -0.398 4.064
O 0.170 -2.265 -1.049
O -1.650 0.854 3.289
O 1.719 -0.522 -1.949
O 1.598 1.194 0.358
P 0.566 -0.825 -1.046
H -1.604 0.264 -1.074
H -0.730 0.877 -2.600
H -1.571 -0.793 -2.685
H 0.063 0.204 1.167
H 2.112 1.292 -0.498

---

6.
Here is the ion C3H5OS with charge -1 in a non-equilibrium geometry from OMol25. Energies are from ωB97M-V/def2-TZVPD.

Calculated values
Charge   -1
E   -16075.73372 eV
HOMO level   -3.0 eV
Molar mass   89.14 g/mol
SMILES string   CCC([O-])=S
Orbital gap   0.262 hartree

Cartesian coordinates (Å):
C 2.114 -0.404 0.038
C -0.428 -0.506 0.080
C 0.800 0.412 -0.117
O 2.025 -1.632 -0.052
S 3.590 0.505 0.028
H -0.530 -0.997 -0.906
H -0.337 -1.293 0.967
H -1.237 0.190 0.177
H 0.905 1.113 0.709
H 0.689 0.921 -1.201

---

7.
Here is the molecule C3H5P in a non-equilibrium geometry from OMol25. Energies are from ωB97M-V/def2-TZVPD.

Calculated values
E   -12475.57500 eV
HOMO level (alpha / beta)   -8.1 / -7.6 eV
Molar mass   72.05 g/mol
Orbital gap (alpha / beta)   0.304 / 0.282 hartree

Cartesian coordinates (Å):
C -0.828 0.577 0.036
C 0.519 0.919 -0.053
C 0.999 -0.564 -0.073
P -2.260 -0.192 -0.079
H 0.763 1.362 -1.049
H 0.794 1.442 0.882
H 0.963 -1.108 0.889
H 0.767 -1.032 -0.940
H -1.717 -1.403 0.387

---

8.
Here is a cluster of 2 separate species, C3H5PS in total in a non-equilibrium geometry from OMol25. Energies are from ωB97M-V/def2-TZVPD.

Calculated values
E   -23313.06761 eV
HOMO level   -8.8 eV
Molar mass   104.11 g/mol
SMILES string   CC#P.C=S
Orbital gap   0.309 hartree

Cartesian coordinates (Å):
C -0.166 3.231 -0.238
C 0.768 -1.656 0.183
C -0.411 -2.522 0.266
P 2.099 -0.855 0.126
S 0.971 4.232 -0.808
H -1.153 3.403 -0.702
H -0.007 2.295 0.265
H -1.214 -2.085 -0.374
H -0.141 -3.503 -0.065
H -0.746 -2.540 1.347

---

Q: Look up the E of the seventh one.
A: -12475.57500 eV